# 1
ORCA calculation (ωB97M-V with the def2-TZVPD basis set) on a structure of composition C2H2HgNaO2 at a distorted geometry.

```
! RIJCOSX wB97M-V def2-TZVPD def2/J DEFGRID3
* xyz 0 2
C 1.4694 0.1218 -0.0931
C 0.1614 -0.3736 -0.5539
O -1.0031 0.1427 -0.0892
O 1.6720 1.3697 0.1341
H 0.2500 -1.4911 -0.5839
Hg -2.7507 -1.0970 1.1389
Na -0.5621 1.3693 1.6549
H 0.7633 -0.0417 -1.6078
*
```

HOMO-LUMO gap (alpha / beta)   0.2598 / 0.2572 hartree
E   -543.52157 hartree
⟨S²⟩   0.75
Highest occupied orbital energy (alpha / beta)   -7.91 / -7.96 eV

# 2
ORCA calculation (ωB97M-V with the def2-TZVPD basis set) on a cluster of 2 separate species, C2H2I2NO in total at a distorted geometry.

```
! RIJCOSX wB97M-V def2-TZVPD def2/J DEFGRID3
* xyz -1 1
C 0.1978 -0.3668 -0.0710
C 0.7991 0.7771 0.4222
N 0.5748 -1.6791 -0.3749
O 1.6809 -2.1073 0.0502
I -4.3425 -0.0721 -0.2278
I 0.0417 2.6763 -0.1609
H -0.6143 -0.1638 -0.7101
H 1.6625 0.9357 1.0723
*
```

Relative energy (zero: lowest compared OMol25 entry of this formula, charge and spin)   10.4 kcal per mole
HOMO-LUMO gap   0.1635 hartree
E   -802.74418 hartree
Highest occupied orbital energy   -3.43 eV

# 3
ORCA calculation (ωB97M-V with the def2-TZVPD basis set) on an isolated molecule of C2H2IN3O at a distorted geometry.

```
! RIJCOSX wB97M-V def2-TZVPD def2/J DEFGRID3
* xyz 0 1
C -0.6754 0.9828 0.0549
C -0.2118 -1.3579 -0.0741
N 0.5497 1.2576 0.2249
N -1.0661 -0.4184 -0.1057
N 1.3785 0.2894 0.3514
O 0.1957 -2.4514 -0.0296
I 3.3243 0.5578 -0.1493
H -1.4662 1.6972 0.1042
H -2.0287 -0.5569 -0.3766
*
```

Relative energy (zero: lowest compared OMol25 entry of this formula, charge and spin)   39.3 kcal per mole
HOMO-LUMO gap (alpha / beta)   0.2648 / 0.2649 hartree
E   -614.48714 hartree
Highest occupied orbital energy (alpha / beta)   -7.68 / -7.68 eV

# 4
ORCA calculation (ωB97M-V with the def2-TZVPD basis set) on an isolated molecule of C2H2IN3O at a distorted geometry.

```
! RIJCOSX wB97M-V def2-TZVPD def2/J DEFGRID3
* xyz 0 1
C 0.0590 -1.2280 0.0240
C -0.1652 1.3442 -0.0060
N -1.1704 -0.7942 -0.0037
N -1.2043 0.5940 -0.0131
N 1.0345 -0.3593 0.0399
O 0.3841 2.3724 -0.0028
I 3.0169 -0.6086 -0.0130
H 0.1879 -2.3022 0.0281
H -2.1425 0.9818 -0.0535
*
```

Relative energy (zero: lowest compared OMol25 entry of this formula, charge and spin)   15.4 kcal per mole
HOMO-LUMO gap   0.2971 hartree
E   -614.52523 hartree
Highest occupied orbital energy   -8.34 eV

# 5
ORCA calculation (ωB97M-V with the def2-TZVPD basis set) on a structure of composition C2H2IN3O at a distorted geometry.

```
! RIJCOSX wB97M-V def2-TZVPD def2/J DEFGRID3
* xyz 0 3
C 1.9266 0.5514 -0.1633
C 0.1027 -0.1770 0.2729
N 1.3621 -0.5583 0.1360
N -0.1560 1.0303 0.1054
N -2.4581 -1.6835 0.4155
O 1.0279 1.5676 -0.2333
I -3.6683 -0.4644 -0.2111
H 2.9542 0.7552 -0.6555
H -1.0911 -1.0213 0.3334
*
```

Relative energy (zero: lowest compared OMol25 entry of this formula, charge and spin)   48.0 kcal per mole
HOMO-LUMO gap (alpha / beta)   0.3550 / 0.3174 hartree
E   -614.37326 hartree
⟨S²⟩   2.02
Highest occupied orbital energy (alpha / beta)   -9.53 / -10.43 eV

# 6
ORCA calculation (ωB97M-V with the def2-TZVPD basis set) on an isolated molecule of C2H2IN3S at a distorted geometry.

```
! RIJCOSX wB97M-V def2-TZVPD def2/J DEFGRID3
* xyz 0 1
C -1.3628 1.2880 0.1026
C 0.3153 -0.4030 -0.3317
N -0.2248 1.8020 0.0405
N 0.6583 0.8284 -0.2193
N 2.9332 -1.0043 -0.3975
S -1.4230 -0.4180 -0.2136
I 2.9487 0.8579 -0.1493
H -2.1367 1.9687 0.3475
H 3.2237 -1.6732 0.2730
*
```

Relative energy (zero: lowest compared OMol25 entry of this formula, charge and spin)   134.4 kcal per mole
HOMO-LUMO gap (alpha / beta)   0.2811 / 0.2810 hartree
E   -937.33150 hartree
Highest occupied orbital energy (alpha / beta)   -8.94 / -8.94 eV

# 7
ORCA calculation (ωB97M-V with the def2-TZVPD basis set) on a structure of composition C2H2INO2 at a distorted geometry.

```
! RIJCOSX wB97M-V def2-TZVPD def2/J DEFGRID3
* xyz 0 1
C 0.8883 -0.8355 0.2343
C -0.1829 -0.2094 -0.0846
N -0.2758 1.2088 -0.1989
O 0.3548 1.6219 -1.1123
O -0.9014 1.7869 0.6126
I -2.7408 -1.3700 -0.2986
H 1.0197 -1.9120 0.2938
H 1.8382 -0.2907 0.5537
*
```

Relative energy (zero: lowest compared OMol25 entry of this formula, charge and spin)   143.7 kcal per mole
HOMO-LUMO gap (alpha / beta)   0.2650 / 0.2635 hartree
E   -580.12034 hartree
Highest occupied orbital energy (alpha / beta)   -10.15 / -10.13 eV

# 8
ORCA calculation (ωB97M-V with the def2-TZVPD basis set) on an isolated molecule of C2H2INOS2 at a distorted geometry.

```
! RIJCOSX wB97M-V def2-TZVPD def2/J DEFGRID3
* xyz 0 1
C 0.3552 -0.3493 -0.6162
C -1.9918 0.3409 0.0361
N -0.7374 0.2400 -0.3916
O 2.8018 -0.9275 -0.5555
S -2.4892 -0.4291 1.4382
S 2.0717 0.3149 -0.4953
I 2.1172 1.1693 1.8437
H 0.5765 -1.3527 -0.7200
H -2.7040 0.9935 -0.5394
*
```

Relative energy (zero: lowest compared OMol25 entry of this formula, charge and spin)   14.2 kcal per mole
HOMO-LUMO gap   0.2619 hartree
E   -1301.37672 hartree
Highest occupied orbital energy   -9.01 eV

# 9
ORCA calculation (ωB97M-V with the def2-TZVPD basis set) on a structure of composition C2H2KO2 at a distorted geometry.

```
! RIJCOSX wB97M-V def2-TZVPD def2/J DEFGRID3
* xyz -1 1
O -1.2214 0.1120 0.6626
C -0.0928 0.6714 0.0504
C 0.2488 0.9575 -1.1463
O 0.3684 1.0898 -2.3535
H -1.8632 -0.1671 0.0005
K 0.4297 -1.0873 2.1969
H 2.1306 -1.5764 0.5894
*
```

Relative energy (zero: lowest compared OMol25 entry of this formula, charge and spin)   20.7 kcal per mole
HOMO-LUMO gap   0.1502 hartree
E   -827.67969 hartree
Highest occupied orbital energy   -2.01 eV

# 10
ORCA calculation (ωB97M-V with the def2-TZVPD basis set) on a structure of composition C2H2Li2O6 at a distorted geometry.

```
! RIJCOSX wB97M-V def2-TZVPD def2/J DEFGRID3
* xyz 0 1
O 0.0270 -2.0915 0.4165
C -1.1585 -1.7297 0.9229
O -1.2667 -1.4000 2.0906
O -2.0336 -1.3323 -0.0143
H 0.4515 -1.1888 0.4939
H -1.4802 -0.6080 -0.4163
Li -0.0013 -0.0158 2.5785
Li 1.9809 1.2139 -2.8004
O 0.0430 1.4433 -1.6821
O 1.0099 1.0448 0.1688
O 1.5784 2.8382 -0.9453
C 0.8495 1.8258 -0.8128
*
```

Relative energy (zero: lowest compared OMol25 entry of this formula, charge and spin)   108.4 kcal per mole
HOMO-LUMO gap   0.2114 hartree
E   -543.93575 hartree
Highest occupied orbital energy   -6.62 eV

# 11
ORCA calculation (ωB97M-V with the def2-TZVPD basis set) on a structure of composition C2H2LiO2Rb at a distorted geometry.

```
! RIJCOSX wB97M-V def2-TZVPD def2/J DEFGRID3
* xyz 0 1
O 1.2565 0.6083 -0.3240
C 0.8507 1.8172 -0.3421
C -0.6682 1.8205 -0.6043
O -1.2500 0.5506 -0.6061
Li -0.9125 -0.2823 -2.1499
Rb 0.0041 -1.2295 1.2333
H -0.7516 2.4968 -1.4858
H -1.1686 2.4991 0.1208
*
```

Relative energy (zero: lowest compared OMol25 entry of this formula, charge and spin)   1.9 kcal per mole
HOMO-LUMO gap   0.1366 hartree
E   -259.41234 hartree
Highest occupied orbital energy   -4.64 eV

# 12
ORCA calculation (ωB97M-V with the def2-TZVPD basis set) on a structure of composition C2H2Lu at a distorted geometry.

```
! RIJCOSX wB97M-V def2-TZVPD def2/J DEFGRID3
* xyz 2 2
H -0.3921 2.0392 -0.1648
C 0.2157 0.9783 -0.4907
C -0.0250 1.7754 -1.4100
H -0.3948 2.3416 -2.2566
Lu -0.3364 -1.3175 0.6302
*
```

HOMO-LUMO gap (alpha / beta)   0.2758 / 0.3577 hartree
E   -1312.01617 hartree
⟨S²⟩   0.75
Highest occupied orbital energy (alpha / beta)   -18.12 / -21.29 eV

# 13
ORCA calculation (ωB97M-V with the def2-TZVPD basis set) on a structure of composition C2H2LuO3 at a distorted geometry.

```
! RIJCOSX wB97M-V def2-TZVPD def2/J DEFGRID3
* xyz 1 1
O -1.2205 1.0069 0.7423
C 0.0427 0.7530 0.2593
Lu -2.5229 -0.4531 0.0788
H 0.7236 1.6062 0.1461
O -0.7005 -1.3088 -0.5836
C 0.2457 -0.3894 -0.5007
O 1.5123 -0.8894 -0.4658
H 1.9195 -0.3253 0.3236
*
```

Relative energy (zero: lowest compared OMol25 entry of this formula, charge and spin)   0.0 kcal per mole
HOMO-LUMO gap (alpha / beta)   0.1606 / 0.1606 hartree
E   -1538.32386 hartree
Highest occupied orbital energy (alpha / beta)   -11.37 / -11.37 eV

# 14
ORCA calculation (ωB97M-V with the def2-TZVPD basis set) on a cluster of 2 separate species, C2H2N2 in total at a distorted geometry.

```
! RIJCOSX wB97M-V def2-TZVPD def2/J DEFGRID3
* xyz 0 1
C 0.0280 -0.7902 -0.0479
C -0.2951 0.5883 -0.0822
N 0.8322 0.1430 0.6944
N 0.8684 0.1626 -0.7333
H -0.2529 -1.8090 0.0105
H -1.1806 1.7054 0.1585
*
```

Relative energy (zero: lowest compared OMol25 entry of this formula, charge and spin)   117.8 kcal per mole
HOMO-LUMO gap   0.4255 hartree
E   -186.68940 hartree
Highest occupied orbital energy   -10.94 eV

# 15
ORCA calculation (ωB97M-V with the def2-TZVPD basis set) on a structure of composition C2H2N2O.

```
! RIJCOSX wB97M-V def2-TZVPD def2/J DEFGRID3
* xyz 0 1
O -1.3102 0.4832 0.1410
C -0.5345 0.4160 -0.8124
N 0.7588 0.0338 -0.8094
N 1.4456 0.2396 0.6774
C 0.5540 -0.4513 1.0571
H -0.8401 0.6183 -1.8591
H -0.0316 -1.1558 1.6279
*
```

Relative energy (zero: lowest compared OMol25 entry of this formula, charge and spin)   102.7 kcal per mole
HOMO-LUMO gap   0.3602 hartree
E   -262.00020 hartree
Highest occupied orbital energy   -9.98 eV

# 16
ORCA calculation (ωB97M-V with the def2-TZVPD basis set) on a structure of composition C2H2N2O at a distorted geometry.

```
! RIJCOSX wB97M-V def2-TZVPD def2/J DEFGRID3
* xyz 0 1
O -0.2710 -1.8299 0.8267
C 0.1383 -0.7011 1.0353
C -0.0158 0.5082 0.0730
N -0.4382 0.2572 -1.1659
N -0.5278 0.6384 -2.2243
H 0.6598 -0.4949 1.9881
H 0.4546 1.6222 -0.5328
*
```

Relative energy (zero: lowest compared OMol25 entry of this formula, charge and spin)   101.4 kcal per mole
HOMO-LUMO gap   0.3114 hartree
E   -262.00235 hartree
Highest occupied orbital energy   -9.25 eV

# 17
ORCA calculation (ωB97M-V with the def2-TZVPD basis set) on a cluster of 2 separate species, C2H2N2O in total at a distorted geometry.

```
! RIJCOSX wB97M-V def2-TZVPD def2/J DEFGRID3
* xyz 0 1
C -1.0329 -0.8889 1.0228
C 0.8847 0.0322 -0.7479
N -1.8920 -0.9759 1.7663
N -0.0019 0.6366 -0.0985
O -0.4527 1.6897 0.2231
H 1.5707 0.5932 -1.4631
H 0.9240 -1.0869 -0.7027
*
```

Relative energy (zero: lowest compared OMol25 entry of this formula, charge and spin)   136.7 kcal per mole
HOMO-LUMO gap (alpha / beta)   0.3142 / 0.3148 hartree
E   -261.94606 hartree
Highest occupied orbital energy (alpha / beta)   -11.00 / -11.00 eV

# 18
ORCA calculation (ωB97M-V with the def2-TZVPD basis set) on a cluster of 2 separate species, C2H2N2O in total at a distorted geometry.

```
! RIJCOSX wB97M-V def2-TZVPD def2/J DEFGRID3
* xyz 0 1
C 0.1142 -0.9190 -0.2800
C -0.6473 -0.7174 0.7226
O -1.1422 -0.7418 1.7801
H 1.2061 -1.1958 0.0990
H -0.0120 -0.5072 -1.2614
N -0.1736 2.2835 -0.7944
N 0.6549 1.7977 -0.2658
*
```

Relative energy (zero: lowest compared OMol25 entry of this formula, charge and spin)   12.2 kcal per mole
Structure (SMILES)   C=C=O.N#N
HOMO-LUMO gap   0.3676 hartree
E   -262.14441 hartree
Highest occupied orbital energy   -9.45 eV

# 19
ORCA calculation (ωB97M-V with the def2-TZVPD basis set) on an isolated molecule of C2H2N2O2 at a distorted geometry.

```
! RIJCOSX wB97M-V def2-TZVPD def2/J DEFGRID3
* xyz 0 1
O 3.6421 -0.6008 -0.0248
N 2.5124 -1.0081 0.0472
N 1.5551 -0.0146 0.0200
C 0.1041 0.1931 0.0124
C 1.1853 1.2489 -0.0496
O 1.4698 2.4034 0.0235
H -0.2732 -0.0062 1.0251
H -0.3327 -0.0482 -0.9314
*
```

Relative energy (zero: lowest compared OMol25 entry of this formula, charge and spin)   114.3 kcal per mole
Structure (SMILES)   O=NN1CC1=O
HOMO-LUMO gap   0.3400 hartree
E   -337.24224 hartree
Highest occupied orbital energy   -9.94 eV

# 20
ORCA calculation (ωB97M-V with the def2-TZVPD basis set) on an isolated molecule of C2H2N2O2.

```
! RIJCOSX wB97M-V def2-TZVPD def2/J DEFGRID3
* xyz 0 1
O 1.6743 1.5370 -0.5617
C 1.1368 0.6852 -1.2218
N 0.0503 -0.0310 -0.7415
C -0.3929 0.0776 0.3868
N -0.8717 0.1235 1.5313
O -1.7763 -1.0218 1.2864
H 1.4213 0.4127 -2.2415
H -1.2418 -1.7832 1.5619
*
```

Relative energy (zero: lowest compared OMol25 entry of this formula, charge and spin)   96.6 kcal per mole
Structure (SMILES)   O=CN=C=NO
HOMO-LUMO gap   0.3670 hartree
E   -337.27041 hartree
Highest occupied orbital energy   -10.38 eV